ORCA calculation (wB97M-V/def2-TZVPD) on one molecule with the formula C3H4FNO.

Atoms and positions in Å:
C -1.2920 0.4242 -0.0937
C 0.0978 0.3057 0.0335
C 0.8588 -0.9017 0.2702
H -3.0917 -0.4766 0.0055
H -1.7657 -1.4393 0.4171
H -1.7660 1.3430 -0.2748
H 0.2949 -1.9379 0.6900
N -2.1164 -0.5796 -0.1237
O 2.0344 -0.7590 -0.2918
F 0.7645 1.5189 0.1225

Values from the calculation:
Molar mass = 89.07 g/mol
Gap between HOMO and LUMO = 8.411 eV
Net charge = 0
Calculated total energy = -346.47939 Ha
Structure (SMILES) = N/C=C(/F)C=O
Spin multiplicity = 1
ΔE to the lowest compared entry with this formula, charge and spin = 234.7 kJ/mol

---

ORCA calculation (wB97M-V/def2-TZVPD) on C28H32BrInN3O2S4 as an isolated structure.

Atoms and positions in Å:
In 1.5336 -0.5631 1.5602
O -1.0083 2.4337 -0.6052
C -1.9801 1.4895 -0.5647
C -3.2456 1.9417 -0.2205
C -4.2761 1.0458 -0.1352
C -4.0926 -0.3211 -0.4339
C -2.8333 -0.7555 -0.7197
C -1.7703 0.1284 -0.8014
C -0.3850 -0.4323 -1.0129
O 0.5705 0.1377 -0.1849
N -0.1254 -0.2418 -2.4459
N 0.5858 -1.2594 -3.0011
C 1.3120 -1.0557 -4.0044
C 1.9753 -2.1802 -4.7142
Br 2.0625 -3.8302 -3.7757
C 2.3517 -2.2258 -5.9939
C 2.3133 -1.2646 -7.0746
C 3.0658 -1.5166 -8.2267
C 2.9310 -0.7513 -9.3344
C 2.1121 0.4143 -9.3425
C 1.3483 0.6840 -8.1805
C 1.4561 -0.1521 -7.0496
H -0.2103 1.9161 -0.4402
H -3.3326 2.9390 0.1885
H -5.2578 1.3621 0.2804
H -4.8613 -1.1313 -0.1635
H -2.5364 -1.7831 -0.9033
H -0.5094 -1.5125 -0.9241
H 0.1968 0.6955 -2.5937
H 1.4196 -0.0641 -4.4397
H 2.7528 -3.2152 -6.2447
H 3.6771 -2.3600 -8.2436
H 3.5193 -1.0107 -10.2258
H 2.0106 1.0469 -10.2394
H 0.7188 1.5429 -8.2590
H 0.8709 -0.0021 -6.1997
S 3.6438 0.7835 1.8819
S 5.1147 -0.6743 1.5168
S 4.3786 -2.2503 2.6828
S 2.7182 -2.7904 1.5616
C -0.8267 2.3793 7.1174
C -0.4994 2.1670 5.6304
C -0.3627 3.2493 4.7381
C 0.0276 3.0610 3.4252
C 0.4661 4.2184 2.5461
C 0.1051 1.7737 2.9051
C -0.0684 0.6396 3.7361
C -0.4154 0.8866 5.0731
N 0.1405 -0.6117 3.1104
C -0.8121 -1.7789 3.5007
C -1.1906 -2.5832 2.2844
C -0.0988 -2.7622 4.3712
C -2.1768 -1.3284 4.1069
H -0.3499 1.6320 7.7369
H -1.8877 2.4072 7.3486
H -0.3818 3.3384 7.3799
H -0.4611 4.2410 5.0893
H 0.5631 3.9195 1.4879
H 1.4369 4.6037 2.8814
H -0.2503 5.0484 2.5315
H 0.3328 1.6636 1.8459
H -0.2018 0.0522 5.7100
H -0.3124 -2.8265 1.6956
H -1.9315 -2.0471 1.6719
H -1.5146 -3.5465 2.5903
H 0.5267 -3.4482 3.7811
H -0.8398 -3.4792 4.8958
H 0.5331 -2.2965 5.0931
H -2.7425 -0.5031 3.6429
H -2.1629 -1.1668 5.1783
H -2.8593 -2.1201 3.9207

Values from the calculation:
Molar mass = 765.57 g/mol
Gap between HOMO and LUMO = 6.717 eV
Net charge = -1
Calculated total energy = -5757.88413 Ha
Spin multiplicity = 1
ΔE to the lowest compared entry with this formula, charge and spin = 22.1 kJ/mol

---

ORCA calculation (wB97M-V/def2-TZVPD) on C4H8O2 as an isolated structure.

Atoms and positions in Å:
C -0.0390 0.3696 -1.5825
C -0.0638 -0.7466 0.4196
O -0.4606 -2.0434 0.2345
C 0.9391 -0.0441 1.2787
C -0.5084 0.3041 1.1560
O -0.4523 1.5466 -0.1875
H 0.6943 -0.4336 -1.6534
H 0.3266 1.2295 -2.1479
H -1.0017 0.0242 -1.9559
H 0.3159 -2.5068 -0.0980
H 1.3067 -0.4825 2.2122
H 1.6344 0.6619 0.8139
H -1.2897 0.4986 1.8873
H -1.4013 1.6226 -0.3771

Values from the calculation:
Molar mass = 88.11 g/mol
Gap between HOMO and LUMO = 7.548 eV
Net charge = 0
Calculated total energy = -307.42454 Ha
Spin multiplicity = 1
ΔE to the lowest compared entry with this formula, charge and spin = 755.8 kJ/mol

---

> What is the ΔE to the lowest compared entry with this formula, charge and spin in the first record?

234.7 kJ/mol